ORCA calculation (ωB97M-V/def2-TZVPD) on a molecular structure, C30H55As7F42N10 in a non-equilibrium geometry.

```
144
Properties=species:S:1:pos:R:3:forces:R:3:lowdin_charge:R:1
C 3.9228 -20.5618 -17.4021 1.198 0.253 1.063 -0.074
C 2.9564 -21.5497 -16.9160 0.008 -0.927 3.237 -0.182
N 3.5871 -22.8131 -16.4062 0.213 0.324 0.179 -0.009
C 2.9494 -24.0376 -16.3824 -0.942 0.332 -0.398 -0.004
C 3.8662 -24.9787 -16.0432 -0.547 1.101 -0.046 0.004
N 5.0220 -24.2953 -15.8407 0.906 0.364 0.921 -0.073
C 4.8601 -22.9974 -16.0178 -0.886 0.477 -0.902 -0.035
C 6.2268 -24.9135 -15.3416 -0.440 -0.327 1.236 0.015
H 4.4557 -20.1541 -16.5450 -0.223 0.481 0.113 0.074
H 3.2659 -19.8290 -17.8240 0.453 0.881 -0.770 0.085
H 4.7433 -20.9653 -17.9902 -0.479 -0.014 -0.861 0.087
H 2.2979 -21.8485 -17.6503 -1.307 -0.847 -1.803 0.089
H 2.3043 -21.1068 -16.1033 0.923 -0.530 -0.605 0.148
H 1.8734 -24.0472 -16.5865 0.712 -0.386 0.073 0.138
H 3.8410 -26.0163 -15.8461 -0.346 -0.693 0.066 0.128
H 5.6485 -22.2521 -16.0086 -0.269 -0.264 0.189 0.148
H 6.5730 -24.4651 -14.4063 -0.346 0.231 -0.332 0.089
H 6.9889 -24.9245 -16.0643 0.848 0.050 -0.972 0.044
H 5.9425 -25.9129 -15.0817 0.057 -0.674 0.127 0.097
C 11.0401 -18.0508 -17.0952 0.590 0.604 0.885 -0.081
C 10.8521 -19.4927 -16.7187 -0.401 -0.466 1.404 -0.156
N 12.0634 -20.2790 -16.9637 0.833 -0.034 -0.641 -0.030
C 13.2846 -19.7169 -17.3027 0.098 -0.803 -0.346 -0.007
C 14.1351 -20.7030 -17.6646 -0.977 -1.050 0.570 0.024
N 13.4254 -21.8972 -17.4880 -1.158 0.144 0.626 -0.061
C 12.1533 -21.6073 -17.0486 2.496 1.200 -0.738 0.014
C 14.0587 -23.2351 -17.5494 -0.411 0.982 0.296 0.032
H 11.6678 -17.4975 -16.3743 0.243 -0.582 -0.285 0.086
H 10.1208 -17.5501 -16.9246 -1.182 0.354 -0.304 0.071
H 11.4027 -17.8640 -18.0934 -0.056 -0.100 -0.396 0.082
H 9.9874 -19.9828 -17.2049 0.569 0.242 0.042 0.131
H 10.7055 -19.5363 -15.6175 -0.218 0.046 -0.636 0.121
H 13.5148 -18.6871 -17.2972 -0.244 0.771 0.060 0.122
H 15.1556 -20.6623 -18.0267 -0.161 -0.092 0.084 0.107
H 11.3391 -22.2388 -16.8124 -0.361 -0.827 -0.090 0.118
H 13.3541 -23.9904 -17.8703 -0.218 -0.089 0.329 0.099
H 14.5595 -23.4147 -16.6015 -0.311 -0.361 0.098 0.104
H 14.8163 -23.1620 -18.2856 0.783 0.027 -0.836 0.076
C 7.7630 -16.0623 -9.4946 -0.777 -0.672 0.161 -0.054
C 7.0795 -17.2294 -10.1979 -1.169 0.059 -1.077 -0.175
N 7.3308 -18.4745 -9.4737 2.953 0.351 0.722 -0.035
C 7.2322 -18.6108 -8.0952 0.874 -1.339 -0.836 -0.015
C 8.1761 -19.5153 -7.6958 -0.678 0.393 -1.032 0.011
N 8.9208 -19.8555 -8.8347 -1.405 1.467 1.138 -0.076
C 8.4837 -19.1135 -9.8443 -1.973 -1.536 1.095 0.006
C 9.9436 -20.8523 -8.9135 -0.528 -1.069 -1.848 0.019
H 7.9836 -15.2764 -10.2064 -0.139 0.297 0.166 0.085
H 8.6782 -16.4526 -9.0917 0.753 0.138 0.148 0.073
H 7.1342 -15.7599 -8.6430 0.286 0.386 -0.389 0.080
H 7.5407 -17.4466 -11.1773 -0.527 0.532 0.192 0.129
H 5.9766 -17.0937 -10.3128 0.921 -0.159 -0.062 0.137
H 6.5243 -18.0655 -7.5426 -0.745 0.355 0.535 0.121
H 8.2918 -19.9820 -6.7422 0.327 -0.127 0.195 0.123
H 8.8236 -19.2699 -10.8338 0.445 0.447 -0.969 0.140
H 9.4834 -21.8514 -9.0777 0.262 0.533 0.515 0.114
H 10.5644 -20.8085 -8.0551 0.662 -0.069 0.581 0.095
H 10.4487 -20.6283 -9.8514 0.680 -0.097 0.283 0.081
C 10.3226 -23.4170 -13.8387 1.267 -2.038 -0.653 -0.035
C 9.2198 -24.4779 -13.7400 0.262 1.746 0.757 -0.136
N 8.3035 -24.0339 -12.7042 -0.862 -1.388 0.753 -0.060
C 7.7477 -22.7984 -12.6032 0.484 0.957 -0.333 -0.028
C 7.1039 -22.7519 -11.4079 -1.126 0.534 -0.935 -0.032
N 7.1338 -24.0061 -10.8810 1.351 -1.256 -1.462 -0.079
C 7.8822 -24.8016 -11.6850 -0.721 1.541 0.857 0.009
C 6.3756 -24.4167 -9.7348 -0.140 -0.796 0.591 0.004
H 10.0159 -22.4388 -14.0880 -0.964 1.207 0.459 0.049
H 10.8999 -23.6179 -14.7504 0.324 -0.543 0.342 0.074
H 10.9774 -23.4864 -12.9535 -0.299 0.335 -0.477 0.089
H 9.5222 -25.4195 -13.3662 0.996 -0.977 -0.125 0.096
H 8.6726 -24.5920 -14.6378 -0.367 -0.071 -1.056 0.086
H 7.8511 -22.0824 -13.4330 -0.069 -0.326 0.928 0.138
H 6.4025 -21.9994 -11.0802 0.202 -0.031 0.250 0.105
H 8.0652 -25.8364 -11.4410 0.337 0.047 -0.381 0.153
H 5.3195 -24.4007 -9.9997 0.144 0.154 0.273 0.079
H 6.6448 -23.6815 -8.9909 -0.319 -0.132 0.703 0.089
H 6.6169 -25.4622 -9.4144 0.027 1.025 -0.357 0.122
C 11.4719 -29.0595 -15.3980 0.830 -2.032 0.598 -0.036
C 11.9058 -29.5256 -13.9093 -0.420 0.399 -1.951 -0.126
N 10.8392 -30.4188 -13.4061 1.533 1.155 0.067 -0.034
C 9.7129 -30.0601 -12.6779 1.262 -0.818 -0.476 0.029
C 9.0420 -31.2126 -12.5311 -1.232 0.575 0.142 -0.037
N 9.6790 -32.1818 -13.2018 0.917 -1.483 0.543 -0.091
C 10.8397 -31.7056 -13.6769 -1.315 -0.709 -0.336 -0.027
C 9.1868 -33.5569 -13.4396 1.920 0.745 0.015 0.032
H 10.4494 -28.6233 -15.4503 0.776 -0.296 0.340 0.079
H 11.5006 -30.0296 -15.9809 -0.220 1.254 0.151 0.072
H 12.2139 -28.3662 -15.8276 -0.352 -0.266 0.302 0.070
H 11.9588 -28.6379 -13.3308 -0.060 0.246 0.809 0.041
H 12.9005 -30.0429 -13.8369 -1.126 0.339 -0.407 0.146
H 9.5891 -29.1058 -12.2470 -0.091 0.799 0.168 0.097
H 8.1197 -31.3991 -12.0477 -0.623 -0.082 0.363 0.129
H 11.5059 -32.3165 -14.2893 -0.007 0.575 0.286 0.140
H 8.6726 -33.9979 -12.5940 0.051 0.293 0.279 0.091
H 10.1473 -34.0916 -13.6469 -1.378 -0.159 -0.346 0.104
H 8.5285 -33.3894 -14.2638 -0.289 -0.939 -0.783 0.091
As 4.4871 -20.0689 -12.6276 0.937 0.776 2.245 0.777
F 6.2052 -20.4046 -13.0089 -1.038 0.569 0.142 -0.280
F 4.3262 -21.6888 -12.0253 -0.026 -0.047 -0.270 -0.253
F 2.8098 -19.7647 -12.3679 -0.158 0.003 1.047 -0.252
F 4.5659 -18.3965 -13.1674 0.833 -0.616 0.595 -0.268
F 4.0263 -20.5304 -14.1752 0.142 -0.842 -1.960 -0.227
F 5.0439 -19.6910 -10.9030 -0.644 0.278 -1.805 -0.318
As 11.5583 -26.7149 -11.0814 1.057 0.081 -1.125 0.664
F 11.4616 -26.6918 -9.4169 -0.332 0.083 2.121 -0.214
F 9.9727 -27.3810 -11.1468 -0.926 -0.455 -0.517 -0.255
F 11.7404 -26.7512 -12.8340 -0.546 0.247 0.323 -0.263
F 13.1096 -26.0114 -10.9738 0.552 0.334 -0.193 -0.229
F 12.2279 -28.3221 -11.0141 -0.095 -0.046 -0.210 -0.248
F 10.7938 -25.1476 -11.1728 0.055 0.226 -0.207 -0.250
As 11.4953 -33.9715 -16.8563 0.031 0.645 -0.015 0.735
F 10.8143 -33.6608 -18.3803 -0.221 0.167 -0.887 -0.239
F 10.3070 -32.8842 -16.1204 0.210 0.028 -0.026 -0.285
F 12.1729 -34.1768 -15.2411 -0.127 -0.089 -0.270 -0.282
F 12.5976 -35.1333 -17.5206 0.141 0.513 0.293 -0.252
F 12.5625 -32.5660 -17.1132 -0.367 -1.077 0.434 -0.285
F 10.3301 -35.2451 -16.6484 0.206 -0.138 0.525 -0.268
As 8.0085 -23.1599 -18.2620 0.376 -0.140 1.315 0.813
F 8.0521 -23.5676 -19.9194 0.165 0.314 -0.212 -0.224
F 8.2704 -24.8532 -17.9023 -0.152 0.370 0.584 -0.262
F 7.7192 -22.6112 -16.5400 0.925 -0.677 -0.767 -0.308
F 7.9334 -21.4612 -18.6501 -0.307 -0.572 -0.067 -0.257
F 6.2898 -23.5150 -18.1699 0.230 0.577 -0.776 -0.249
F 9.7725 -23.0199 -18.0440 -0.969 0.305 -0.175 -0.281
As 11.6715 -18.0190 -12.3899 -0.438 0.599 1.028 0.777
F 11.6293 -19.3578 -11.1808 -0.072 0.934 -0.523 -0.300
F 13.3512 -17.7533 -12.0058 -0.625 -0.167 -0.292 -0.254
F 11.6573 -16.7158 -13.5718 -0.042 -0.793 0.284 -0.271
F 9.9243 -18.3496 -12.6309 0.772 0.226 -0.002 -0.303
F 11.2242 -16.8209 -11.1941 -0.063 -0.561 0.100 -0.279
F 12.0523 -19.1559 -13.6048 0.122 -0.359 -0.491 -0.242
As 17.7917 -20.5031 -20.0982 2.203 1.444 0.645 0.742
F 18.6189 -21.0808 -18.6729 0.240 0.082 -0.168 -0.281
F 17.0193 -22.0570 -20.1126 -0.491 0.207 -0.717 -0.268
F 16.9491 -19.7590 -21.4149 -0.262 -0.770 -0.069 -0.259
F 18.7089 -18.9640 -19.9516 -0.737 -0.888 0.147 -0.309
F 19.0754 -21.0497 -21.1522 -0.650 -0.216 0.198 -0.273
F 16.5564 -19.8968 -19.0204 -0.253 0.188 -0.054 -0.290
As 3.9642 -26.9495 -11.6429 -1.607 -1.585 -1.139 0.624
F 2.9920 -26.2861 -12.9303 0.403 -0.474 -0.673 -0.266
F 2.4828 -27.3044 -10.8400 -0.365 -0.535 0.089 -0.251
F 4.7971 -27.5682 -10.3094 1.062 -0.394 1.341 -0.239
F 5.4267 -26.4957 -12.3953 1.307 0.225 -0.998 -0.247
F 3.9581 -25.4100 -10.9722 -0.238 1.999 1.144 -0.242
F 4.1353 -28.5444 -12.3820 -0.593 0.750 -0.045 -0.276
```
Forces are in eV/Å.

Output
Net charge = -2
E_HOMO = -7.36 eV
Kohn-Sham gap = 9.8 eV